(1)
ORCA calculation (wB97M-V/def2-TZVPD) on an isolated molecule of C9H13NO2Si at a distorted geometry.

For the energy above the lowest of the compared OMol25 structures with the same formula, charge and spin, the calculation gives 103.42 kcal per mole. For the gap between HOMO and LUMO, the calculation gives 8.24 eV. As for the lowest unoccupied orbital energy: -0.03816 Ha. The spin multiplicity is 1. The largest force on an atom comes out at 5.56 eV/A. Its HOMO energy is -9.3 eV.

Structure (XYZ):
```
26
Properties=species:S:1:pos:R:3:mulliken_charge:R:1
C 2.5088 -2.2667 -0.5247 -0.30
C 2.6838 -1.0558 -1.1462 -0.56
C 1.3197 -2.7068 0.2404 -0.45
C 1.7471 -0.0047 -1.0330 0.40
C 0.2297 -1.9936 0.2592 -0.17
C 0.5280 0.0162 -0.4792 -0.05
C -0.1666 2.9211 -0.5053 -1.27
C -0.9368 1.3165 1.9357 -0.91
C -2.3792 0.7278 -0.8336 -1.07
N -0.9633 -2.4525 0.8424 0.92
O -1.7066 -1.6240 1.3927 -0.55
O -1.2852 -3.6356 0.7027 -0.56
Si -0.7990 1.2066 0.0693 0.27
H 3.4194 -2.7669 -0.4043 0.36
H 3.7006 -0.7748 -1.4507 0.28
H 1.2274 -3.7679 0.5784 0.35
H 2.0958 0.9204 -1.5394 0.30
H -0.8191 3.7512 -0.1737 0.32
H 0.8576 3.1735 -0.2599 0.34
H -0.2434 3.0158 -1.5376 0.41
H -1.8638 1.6230 2.4477 0.37
H -0.7949 0.2604 2.0579 0.24
H -0.0953 1.7337 2.6206 0.30
H -2.7189 1.7461 -1.2767 0.32
H -2.3174 0.2685 -1.8104 0.42
H -3.2285 0.3684 -0.1726 0.30
```

---

(2)
ORCA calculation (wB97M-V/def2-TZVPD) on a cluster of 3 separate species, C5H16N2O in total at a distorted geometry.

For the energy above the lowest of the compared OMol25 structures with the same formula, charge and spin, the calculation gives 159.72 kcal per mole. For the gap between HOMO and LUMO, the calculation gives 6.31 eV. As for the lowest unoccupied orbital energy: -0.06661 Ha. The spin multiplicity is 1. The largest force on an atom comes out at 2.58 eV/A. Its HOMO energy is -8.1 eV.

Structure (XYZ):
```
24
Properties=species:S:1:pos:R:3:mulliken_charge:R:1
C -0.7970 0.1710 -1.1873 -0.74
N -1.2805 -1.1944 -1.4009 -0.29
C -2.7421 -1.2499 -1.4958 -0.83
C 0.6707 0.1301 -0.7675 -0.28
C 0.8926 -0.6811 0.5129 -0.65
C 0.3320 0.0880 1.7094 -0.34
N 1.3658 0.2112 2.7389 -0.76
H -0.9749 0.7021 -2.1310 0.46
H -1.2842 0.6815 -0.3643 0.51
H -0.8252 -1.5546 -2.2297 0.23
H -3.0862 -0.8395 -0.5410 0.27
H -3.0465 -0.5940 -2.3154 0.32
H -3.1853 -2.2297 -1.7132 0.29
H 1.2131 -0.1138 -1.6977 0.44
H 1.0809 1.2315 -0.4707 -0.43
H 0.4797 -1.6726 0.3226 0.45
H 1.9777 -0.8135 0.6012 0.35
H -0.5062 -0.4284 2.1890 0.41
H -0.0423 1.0709 1.3376 0.20
H 0.7827 2.0582 -0.4941 0.61
H 0.8860 0.6667 3.5083 0.25
H 2.0410 0.8515 2.3174 0.30
H 3.4808 1.6795 0.9132 0.18
O 2.5675 1.8292 0.6582 -0.92
```

---

(3)
ORCA calculation (wB97M-V/def2-TZVPD) on a cluster of 4 separate species, C11H22N2O10 in total at a distorted geometry.

For the energy above the lowest of the compared OMol25 structures with the same formula, charge and spin, the calculation gives 0.00 kcal per mole. For the gap between HOMO and LUMO, the calculation gives 8.52 eV. As for the lowest unoccupied orbital energy: 0.00689 Ha. The spin multiplicity is 1. The largest force on an atom comes out at 7.64 eV/A. Its HOMO energy is -8.3 eV.

Structure (XYZ):
```
45
Properties=species:S:1:pos:R:3:mulliken_charge:R:1
C 1.3910 -40.5375 -19.5199 -1.15
N 0.1517 -41.3066 -19.8244 0.41
C -0.6091 -41.3737 -18.5309 -0.16
C -0.6668 -40.4238 -20.7685 -0.89
C 0.4536 -42.6778 -20.1893 -0.03
C -0.6279 -43.3812 -21.1527 -0.95
O -0.2067 -44.6390 -21.4772 -0.53
H 1.1515 -39.7203 -18.8710 0.36
H 1.6953 -40.1561 -20.4563 0.46
H 2.1809 -41.1264 -19.1594 0.44
H -1.6486 -41.8636 -18.7473 -0.04
H -0.7338 -40.3446 -18.2981 0.69
H 0.0109 -42.0807 -17.7291 -0.33
H -0.1689 -40.2209 -21.6975 0.37
H -0.9103 -39.4673 -20.3962 0.53
H -1.5092 -41.0142 -21.2417 0.08
H 0.3422 -43.3976 -19.4157 -0.05
H 1.3077 -42.7125 -20.8495 0.55
H -0.9194 -42.7331 -22.0491 0.37
H -1.6033 -43.3988 -20.6426 0.39
H -0.4863 -45.1107 -20.8050 0.39
N -1.7268 -45.1726 -18.4691 1.00
O -2.8726 -44.7663 -18.5775 -0.61
O -1.2457 -46.0764 -19.1893 -0.75
O -1.0345 -44.8517 -17.4690 -0.58
C 1.7994 -45.1003 -15.7895 -0.27
C 1.0165 -44.2188 -14.8310 -0.32
O 1.2129 -42.9311 -15.3990 -0.32
C 2.1178 -42.9197 -16.3186 0.76
O 2.5260 -41.9688 -16.9178 -0.59
O 2.6161 -44.2187 -16.5403 -0.38
H 1.2323 -45.5230 -16.5361 0.21
H 2.3493 -45.9860 -15.4304 0.30
H 1.5167 -44.2705 -13.7691 0.27
H 0.1026 -44.5234 -14.6933 0.38
C -5.9366 -41.6930 -20.0207 -0.44
C -4.5467 -42.2706 -19.5930 -0.38
O -3.7972 -41.1170 -19.4967 -0.15
C -4.4866 -39.9749 -19.5640 0.61
O -3.9488 -38.9134 -19.3425 -0.56
O -5.7899 -40.3166 -19.6809 -0.38
H -6.7431 -42.1245 -19.5437 0.36
H -6.0825 -41.6899 -21.1050 0.27
H -4.2232 -43.0821 -20.1956 0.34
H -4.5101 -42.5815 -18.5834 0.33
```

---

(4)
ORCA calculation (wB97M-V/def2-TZVPD) on a cluster of 4 separate species, C8H23INO5 in total at a distorted geometry.

For the energy above the lowest of the compared OMol25 structures with the same formula, charge and spin, the calculation gives 42.96 kcal per mole. As for the total charge: -1. For the gap between HOMO and LUMO, the calculation gives 7.09 eV. As for the lowest unoccupied orbital energy: 0.10586 Ha. The spin multiplicity is 1. The largest force on an atom comes out at 2.73 eV/A. Its HOMO energy is -4.2 eV.

Structure (XYZ):
```
38
Properties=species:S:1:pos:R:3:mulliken_charge:R:1
I -1.3032 -0.0292 -2.4816 -0.67
C 2.6752 -0.6115 -0.7165 -1.49
C 2.0230 -0.9840 0.5589 0.53
C 1.9703 0.2203 1.5483 -0.50
O 1.4658 -0.2724 2.7475 -0.36
C 1.7219 0.7152 3.7925 -0.69
N 0.6493 -1.4403 0.2977 -0.45
H 3.6834 -0.2406 -0.5324 0.42
H 2.1487 0.1499 -1.2920 0.28
H 2.7623 -1.5496 -1.2647 0.34
H 2.7086 -1.7313 0.9584 0.20
H 1.5140 1.0950 1.0848 0.07
H 2.9543 0.6829 1.6236 0.44
H 1.1827 0.4807 4.7103 0.27
H 1.4401 1.7108 3.4498 0.24
H 2.7933 0.7139 3.9930 0.28
H 0.2726 -1.3569 1.2312 0.31
H 0.1754 -0.6994 -0.1988 0.00
C -3.4625 -3.5589 -0.7096 -0.29
C -3.3350 -3.9628 -2.1258 -0.67
O -2.1608 -4.6931 -2.4602 -0.50
O -2.5485 -2.5586 -0.3522 -0.38
H -3.4704 -4.3762 0.0117 0.33
H -4.4751 -3.2001 -0.5257 0.24
H -3.4174 -3.0992 -2.7857 0.40
H -4.1150 -4.7044 -2.2982 0.34
H -2.2448 -5.5467 -2.0290 0.29
H -2.3155 -2.0955 -1.1602 0.10
C 0.2561 3.4613 -0.7176 -0.04
C 0.1798 4.6091 0.3149 -0.45
O 0.2905 5.8447 -0.2177 -0.55
O -0.3458 3.6704 -1.9892 -0.56
H -0.1420 2.5772 -0.2197 0.18
H 1.2531 3.1025 -0.9732 0.25
H 0.9432 4.3801 1.0584 0.24
H -0.7235 4.5655 0.9235 0.29
H -0.4737 5.8784 -0.7978 0.36
H -0.5303 2.8526 -2.4570 0.19
```